A molecular structure, C34H89BMnO17 in a non-equilibrium geometry. Source: OMol25; level of theory: ωB97M-V/def2-TZVPD.

```
142
Properties=species:S:1:pos:R:3:lowdin_charge:R:1
H 5.435 0.809 3.483 0.126
H -3.073 -3.543 -0.963 0.090
H -6.009 -3.117 -1.773 0.125
H 3.196 1.478 -1.172 0.071
H 1.919 -2.161 4.338 0.088
H -1.296 0.371 0.794 0.070
O 1.190 -3.344 2.757 -0.276
C -1.014 -0.336 -4.458 -0.078
C -3.169 -3.897 -4.677 -0.099
H 6.656 4.339 -1.979 0.091
H 2.703 -2.418 0.807 0.078
H -3.015 -1.134 -2.312 0.075
O -2.098 1.287 -7.223 -0.209
H -0.586 0.087 -5.367 0.086
H -2.585 -5.127 -1.751 0.090
H -3.743 -4.150 -5.569 0.086
H -3.008 -5.015 0.010 0.099
H -1.234 3.300 0.453 0.102
H -2.359 1.588 2.612 0.057
H -2.561 2.480 8.161 0.087
H 4.162 -0.424 1.140 0.077
H 0.819 1.086 -0.405 0.044
H 2.604 0.263 1.367 0.076
H 0.327 -2.884 4.604 0.095
C 5.457 1.344 2.534 -0.189
H -4.339 1.364 7.080 0.122
H -2.463 -4.697 -4.451 0.080
H -1.986 -3.883 1.700 -0.046
H -3.475 -0.322 -5.389 0.107
H -2.829 2.714 -5.850 0.113
H -3.956 0.979 -4.294 0.113
H 1.422 -5.144 3.933 0.136
C -4.341 2.088 6.265 -0.247
H -4.643 -1.665 -4.012 0.095
C -2.169 0.973 3.493 -0.059
H -5.402 2.317 6.161 0.126
H 3.211 1.863 -2.861 0.090
O -2.631 1.465 4.779 -0.193
H 3.286 -4.994 1.608 0.114
O 6.060 4.879 -0.044 -0.200
H -6.271 -1.453 -2.362 0.123
B -1.678 -4.616 2.429 -0.384
C 0.980 -3.701 -1.703 -0.178
H -2.897 2.801 -8.499 0.084
H -1.298 -1.371 -4.651 0.066
H -4.401 0.497 4.694 0.130
C 6.037 2.808 2.668 -0.167
H -1.337 6.394 0.304 0.122
H 1.978 2.588 -1.804 0.067
O -0.782 -1.681 0.853 -0.348
C 1.964 -4.507 3.234 -0.113
O -4.628 -1.725 -1.170 -0.183
H -0.365 0.426 -1.420 0.036
C -1.750 2.994 -2.080 -0.120
H -1.231 3.042 -8.040 0.078
H -2.487 -0.054 3.312 0.098
C 1.293 -6.715 0.406 -0.074
H 1.388 -4.693 -1.893 0.118
H -4.029 1.799 -6.685 0.110
O -2.003 4.113 -1.284 -0.171
H 1.097 -0.497 -0.981 0.054
H 7.700 3.971 -0.649 0.079
H 2.298 -7.082 0.197 0.098
H -1.009 -5.267 1.888 -0.041
C -0.443 -0.296 0.671 -0.378
O -2.070 0.528 -4.102 -0.227
H -1.157 -4.128 3.238 -0.029
H 0.727 -7.436 0.995 0.104
H 6.239 2.957 -0.937 0.086
C -3.713 -0.757 -1.564 -0.109
H -2.395 3.103 -2.952 0.080
H 1.431 -2.997 -2.402 0.133
O -3.891 -3.579 -3.496 -0.195
H -0.371 -0.183 -3.592 0.078
H -2.568 -3.064 -5.043 0.058
C -3.979 1.467 4.955 -0.260
H -3.289 3.387 1.499 0.068
H 6.058 0.812 1.796 0.114
H 5.371 3.325 3.358 0.130
H 8.359 1.490 2.374 0.087
H -1.084 1.033 3.577 0.085
C 6.654 3.965 -0.955 -0.098
C 3.762 4.012 -0.327 -0.146
C -2.578 -4.508 -0.853 -0.024
O -3.746 3.277 6.642 -0.163
H 0.735 -6.628 -0.526 0.089
C 4.720 5.226 -0.189 -0.193
H -1.761 2.672 6.497 0.078
C 0.303 0.147 -0.605 -0.085
H -0.056 4.316 -0.305 0.110
C -5.525 -2.223 -2.165 -0.166
H 3.787 3.283 0.483 0.106
Mn -0.241 -3.692 1.130 0.802
H -3.173 -0.510 -0.650 0.093
H 2.742 4.395 -0.312 0.108
O 1.276 -3.231 -0.419 -0.253
C -3.341 4.342 2.022 -0.095
H -0.964 -3.026 -2.370 0.121
H -2.110 4.068 7.506 0.084
C -1.976 2.274 -8.252 -0.123
O -1.182 -4.261 -0.681 -0.265
H 0.254 -0.081 1.481 0.065
C 2.676 -2.852 -0.193 -0.036
H -0.964 5.426 1.623 0.112
H -0.594 -4.688 -2.672 0.121
H 4.554 5.893 -1.035 0.124
C -2.447 3.064 7.248 -0.070
H -2.116 2.118 -1.545 0.081
H 3.502 -0.498 2.753 0.085
H -1.473 1.803 -9.096 0.084
H -2.705 4.285 2.905 0.086
H 8.294 3.013 1.451 0.075
C 3.565 0.130 1.864 -0.104
H 5.963 3.356 1.728 0.098
H 4.415 5.788 0.694 0.127
O 1.242 -5.491 1.109 -0.259
C -4.945 -2.606 -3.554 -0.177
O 7.308 2.942 3.256 -0.166
C 0.987 -2.449 3.853 -0.071
C 2.362 -5.396 2.023 -0.141
H -5.814 -3.049 -4.040 0.124
H -4.184 0.120 -2.008 0.086
H -4.361 4.529 2.357 0.091
H 2.874 -4.129 3.700 0.125
H 2.517 -6.419 2.367 0.125
C -3.068 1.703 -6.180 -0.128
H -4.414 2.055 4.146 0.115
C -3.179 0.644 -4.981 -0.171
H -2.499 -5.188 2.834 -0.017
C -1.577 5.416 0.722 -0.182
H -0.732 2.974 -2.469 0.088
H 9.309 2.941 2.841 0.093
C 3.025 2.292 -1.877 -0.110
H 3.456 -3.604 -0.310 0.094
C 8.360 2.577 2.448 -0.125
H 2.987 -2.021 -0.827 0.083
O -2.944 5.418 1.159 -0.187
O 3.868 3.410 -1.665 -0.211
C -1.128 4.210 -0.139 -0.178
C -0.520 -3.910 -1.912 -0.141
O 4.119 1.405 2.117 -0.197
H 0.438 -1.581 3.489 0.090
```

- DFT total energy (eV) = -103491.1924
- orbital gap (alpha / beta) (eV) = 7.429 / 7.641
- relative energy (zero: lowest compared OMol25 entry of this formula, charge and spin) (kJ/mol) = 0.0
- spin multiplicity = 6
- highest occupied orbital energy (alpha / beta) (eV) = -7.2962 / -7.5094
- max |F| (eV/A) = 4.416